No. 1
DFT (ωB97M-V with the def2-TZVPD basis set) results for a 3-piece molecular cluster, C18H39BO9 overall.

Geometry as XYZ:
```
67
Properties=species:S:1:pos:R:3
C -0.53209 -2.17136 4.23712
O -0.67075 -2.00614 2.84681
C -0.19076 -0.76869 2.35318
C -1.21960 -0.16496 1.38245
C -2.52053 0.01449 2.17036
C -3.78373 0.44701 1.43396
C -3.76898 1.87715 0.93202
O -4.90489 0.29036 2.33279
O -0.82276 1.15894 0.96683
C 0.50607 1.33474 0.50818
C 1.44925 1.92987 1.54378
C 2.89913 1.86914 1.08762
O 3.34380 0.55812 0.74128
B -1.40229 -1.03891 0.04368
C -0.75929 -2.43161 -0.21797
O -2.13532 -0.45448 -0.98538
H -1.12035 -3.04011 4.52406
H -0.91088 -1.30653 4.78664
H 0.50707 -2.36369 4.51795
H 0.76558 -0.95458 1.85671
H -0.05176 -0.06550 3.17930
H -2.75759 -0.89925 2.70965
H -2.30664 0.79276 2.91668
H -4.01149 -0.21018 0.59951
H -2.98338 2.01819 0.19429
H -4.71945 2.07088 0.43478
H -3.64803 2.58389 1.75063
H -4.58896 0.46502 3.22052
H 0.93083 0.42574 0.07379
H 0.45397 2.05886 -0.30966
H 1.21070 2.98163 1.68675
H 1.37323 1.42941 2.51115
H 3.54228 2.25852 1.88051
H 3.05107 2.51127 0.22097
H 2.84508 -0.08287 1.25127
H -0.38591 -2.95496 0.65597
H -1.41162 -3.08336 -0.79811
H 0.10296 -2.24878 -0.87376
H -1.66713 0.28449 -1.37456
O 1.70593 5.04539 0.43632
C 0.94964 5.35170 -0.44417
O 0.66280 4.43106 -1.38643
C -0.33580 4.63091 -2.39284
C 0.20188 5.38882 -3.58801
C 0.36215 6.73937 -0.54486
H -1.22081 5.10327 -1.96538
H -0.62660 3.62453 -2.68948
H 0.51956 6.39569 -3.31689
H -0.56452 5.46907 -4.35879
H 1.06436 4.86936 -4.00491
H 1.09195 7.38466 -1.03256
H 0.19575 7.10689 0.46397
H -0.57649 6.79448 -1.08931
O -0.80160 -5.76694 -1.69171
C 0.37340 -5.94736 -1.84400
O 1.23015 -4.97609 -1.46490
C 2.64917 -5.14609 -1.45610
C 3.26615 -4.88442 -2.81437
C 0.90856 -7.20008 -2.50070
H 2.91627 -6.12816 -1.06298
H 3.00596 -4.40900 -0.73865
H 2.91281 -5.59540 -3.56123
H 4.35203 -4.96096 -2.75713
H 3.00414 -3.88400 -3.15808
H 0.84786 -7.07207 -3.58081
H 0.26668 -8.02881 -2.21476
H 1.93178 -7.45030 -2.23300
```

Output
net charge = 0
SMILES string = COC[C@@](C[C@H](C)O)(OCCCO)B(C)O.CCOC(C)=O.CCOC(C)=O
DFT total energy = -38402.1711 eV

***

No. 2
DFT (ωB97M-V with the def2-TZVPD basis set) results for one molecule with the formula C5H6N2 at a distorted geometry.

Geometry as XYZ:
```
13
Properties=species:S:1:pos:R:3
C -1.48226 -0.57519 0.02518
C -1.32299 0.97345 0.12480
C 0.14049 0.69316 0.05952
N 1.32404 1.22173 0.03139
C 2.11902 0.11137 -0.12578
C 1.42174 -1.07011 -0.17256
N 0.06105 -0.65371 -0.04445
H -2.05041 -0.89800 -0.85632
H -1.95419 -1.00196 0.91758
H -1.73044 1.54927 -0.70978
H -1.67346 1.44051 1.04781
H 3.19610 0.22846 -0.14856
H 1.95131 -2.01898 -0.14885
```

Output
net charge = 0
SMILES string = c1cn2c(n1)CC2
energy above the lowest of the compared OMol25 structures with the same formula, charge and spin = 40.4 kcal per mole
DFT total energy = -8260.6080 eV

***

No. 3
DFT (ωB97M-V with the def2-TZVPD basis set) results for a 2-piece molecular cluster, C4H13N3 overall at a distorted geometry.

Geometry as XYZ:
```
20
Properties=species:S:1:pos:R:3
C 0.81913 0.71951 2.07916
N 1.46795 -0.34297 1.35658
C 2.84070 -0.42785 1.44905
N 3.59497 -0.77439 0.46512
H -0.23272 0.52939 2.35537
H 1.40132 0.79077 3.02309
H 0.85577 1.73683 1.57809
H 1.14225 -0.54005 0.40792
H 3.24380 -0.18212 2.46828
H 4.49097 -0.98894 0.93229
C -1.76887 0.69162 -2.57850
N -2.62647 -0.18158 -1.79453
C -2.05709 -0.61712 -0.54456
H -1.63641 1.63540 -2.04841
H -0.70152 0.29097 -2.74821
H -2.26352 0.91546 -3.50851
H -2.77512 -1.01450 -2.32361
H -1.13077 -1.25399 -0.60442
H -2.85363 -1.21584 -0.06507
H -1.81072 0.22940 0.10086
```

Output
net charge = 0
SMILES string = [H]/N=C/NC.CNC
energy above the lowest of the compared OMol25 structures with the same formula, charge and spin = 32.4 kcal per mole
DFT total energy = -8828.0089 eV